Record 1
{
  "formula": "C21H29ClN2O9",
  "method": "ωB97M-V/def2-TZVPD",
  "e_homo_ev": -8.92,
  "e_tot_ha": -2064.49725,
  "molar_mass_g_mol": 488.92,
  "e_above_lowest_kcal_mol": 0.0,
  "multiplicity": 1,
  "species": ["O", "C", "Cl", "C", "C", "C", "O", "N", "C", "C", "C", "C", "C", "O", "N", "C", "C", "C", "C", "C", "C", "H", "H", "H", "H", "H", "H", "H", "H", "H", "H", "H", "H", "H", "H", "H", "H", "H", "C", "O", "C", "O", "O", "C", "H", "H", "H", "H", "H", "H", "C", "O", "C", "O", "O", "C", "H", "H", "H", "H", "H", "H"],
  "xyz": [[2.2030, -2.0573, -0.7312], [2.7745, -1.0637, -1.0627], [4.5715, -1.0238, -1.0333], [2.0950, 0.2256, -1.5198], [0.6749, -0.0697, -1.9848], [0.1916, 0.9500, -3.0379], [0.8646, 1.2709, -3.9898], [-1.1066, 1.4736, -2.7656], [-1.5400, 0.8093, -1.4890], [-0.4504, -0.1228, -0.9212], [-0.9278, -1.5300, -0.5664], [-1.5406, -2.2486, -1.7874], [-1.0630, -3.6947, -1.8992], [-0.8791, -4.3241, -0.8801], [-0.8673, -4.2772, -3.1987], [0.5642, -4.2309, -3.4433], [1.0306, -3.4613, -4.4820], [2.3856, -3.3933, -4.6891], [3.2794, -4.0521, -3.8988], [2.7929, -4.8344, -2.8767], [1.4485, -4.9236, -2.6591], [2.1546, 0.9051, -0.6637], [2.7143, 0.6111, -2.3331], [0.7601, -1.0062, -2.5508], [-1.6723, 1.0274, -3.4849], [-2.4995, 0.3494, -1.7588], [-1.8591, 1.6128, -0.8206], [-0.1483, 0.4192, -0.0195], [-0.1409, -2.0985, -0.0789], [-1.7289, -1.3889, 0.1665], [-1.3213, -1.6653, -2.6897], [-2.6272, -2.2731, -1.6673], [-1.2833, -3.6390, -3.8703], [0.3864, -2.9005, -5.1494], [2.7365, -2.7918, -5.5209], [4.3429, -3.9830, -4.0830], [3.4410, -5.3967, -2.2167], [1.0617, -5.5323, -1.8534], [-5.3146, 2.6116, 1.7593], [-4.1309, 1.8629, 2.0389], [-3.7230, 1.9318, 3.3079], [-4.2557, 2.5521, 4.1873], [-2.6210, 1.1916, 3.4227], [-2.0566, 1.1720, 4.7369], [-5.5357, 2.4734, 0.7042], [-6.1524, 2.2408, 2.3473], [-5.1543, 3.6713, 1.9509], [-2.7588, 0.7485, 5.4529], [-1.7576, 2.1737, 5.0408], [-1.1732, 0.5407, 4.6968], [3.6469, 2.8432, 5.3189], [3.2709, 3.4182, 4.0663], [1.9875, 3.7645, 3.9868], [1.1644, 3.6322, 4.8534], [1.7720, 4.2826, 2.7779], [0.4243, 4.6992, 2.5513], [4.7055, 2.6076, 5.2548], [3.4905, 3.5523, 6.1299], [3.0906, 1.9257, 5.5034], [0.1398, 5.4808, 3.2537], [-0.2580, 3.8532, 2.6269], [0.3811, 5.0986, 1.5417]]
}


Record 2
{
  "formula": "C21H29IN4O3S",
  "method": "ωB97M-V/def2-TZVPD",
  "e_homo_ev": -7.96,
  "e_tot_ha": -1957.63895,
  "molar_mass_g_mol": 544.46,
  "multiplicity": 1,
  "species": ["I", "C", "C", "C", "C", "C", "C", "N", "C", "C", "C", "C", "C", "C", "S", "H", "H", "H", "H", "H", "H", "H", "H", "C", "N", "C", "C", "O", "H", "H", "H", "H", "H", "H", "H", "C", "N", "C", "C", "O", "H", "H", "H", "H", "H", "H", "H", "C", "N", "C", "C", "O", "H", "H", "H", "H", "H", "H", "H"],
  "xyz": [[-1.1334, -1.6657, 2.1758], [-1.1077, 0.3076, 1.1402], [0.2500, 1.2368, 1.1876], [0.2740, 2.6909, 0.3835], [-1.0456, 3.2242, -0.4730], [-2.3884, 2.2830, -0.4772], [-2.4618, 0.8430, 0.3172], [-3.6815, -0.0518, 0.3290], [-4.9784, 0.7183, 0.4453], [-6.1595, 0.0542, 1.3930], [-7.6075, 0.8525, 1.5063], [-7.9472, 2.2826, 0.7461], [-6.7669, 2.9494, -0.1892], [-5.3490, 2.1285, -0.3117], [-3.9590, 2.8651, -1.3967], [1.2404, 0.9583, 1.7614], [1.2088, 3.4118, 0.3737], [-1.0869, 4.2293, -1.0760], [-3.6951, -0.7378, -0.4572], [-6.0098, -0.9570, 1.9629], [-8.4207, 0.3435, 2.1988], [-8.9890, 2.8339, 0.8366], [-6.9835, 3.9710, -0.7186], [2.7190, -0.7974, -2.4205], [3.3336, 0.3604, -1.8048], [4.6422, 0.7822, -2.2592], [2.7124, 1.0727, -0.8005], [3.1750, 2.0578, -0.2388], [3.3679, -1.6648, -2.2690], [2.6028, -0.6084, -3.4916], [1.7377, -1.0025, -1.9837], [5.3371, 0.7578, -1.4145], [4.5758, 1.8090, -2.6310], [5.0054, 0.1253, -3.0541], [1.7236, 0.6679, -0.5316], [6.3631, -2.9353, -5.3684], [5.1072, -2.2951, -5.7004], [4.9880, -1.6039, -6.9673], [4.0228, -2.3231, -4.8490], [2.9353, -1.8039, -5.0677], [7.1534, -2.1791, -5.3574], [6.5873, -3.6896, -6.1281], [6.3135, -3.4170, -4.3880], [4.7410, -0.5550, -6.7784], [4.1776, -2.0579, -7.5454], [5.9227, -1.6666, -7.5311], [4.2206, -2.8737, -3.9153], [-1.9308, -1.5139, 5.6046], [-1.3634, -1.0100, 6.8380], [-1.1020, 0.4091, 6.9592], [-1.0644, -1.8384, 7.8992], [-0.5845, -1.4784, 8.9670], [-1.2523, -1.2763, 4.7801], [-2.8970, -1.0296, 5.4360], [-2.0752, -2.5968, 5.6500], [-0.0357, 0.5593, 7.1524], [-1.6722, 0.8048, 7.8050], [-1.3883, 0.9342, 6.0440], [-1.3017, -2.8960, 7.7020]]
}


Record 3
{
  "formula": "C21H29N3O2S",
  "method": "ωB97M-V/def2-TZVPD",
  "e_homo_ev": -8.67,
  "e_tot_ha": -1530.64120,
  "molar_mass_g_mol": 387.55,
  "e_above_lowest_kcal_mol": 5.1,
  "multiplicity": 1,
  "species": ["C", "C", "C", "C", "C", "N", "C", "O", "C", "C", "C", "C", "C", "N", "C", "S", "N", "C", "C", "C", "C", "C", "C", "C", "O", "C", "C", "H", "H", "H", "H", "H", "H", "H", "H", "H", "H", "H", "H", "H", "H", "H", "H", "H", "H", "H", "H", "H", "H", "H", "H", "H", "H", "H", "H", "H"],
  "xyz": [[0.4680, 3.2017, -3.2425], [-0.4746, 4.1959, -2.5725], [-0.3755, 4.1757, -1.0473], [0.9438, 4.7364, -0.5208], [1.0541, 4.5949, 0.9972], [1.0399, 3.2042, 1.3881], [0.1194, 2.6770, 2.2258], [-0.6802, 3.3493, 2.8430], [0.1672, 1.1552, 2.2796], [-0.7804, 0.6282, 1.1875], [-1.3551, -0.7482, 1.5379], [-0.4011, -1.6140, 2.3612], [0.8846, -1.9915, 1.6035], [0.6234, -2.5733, 0.2937], [0.9933, -1.9036, -0.8361], [1.8181, -0.4729, -0.8592], [0.6766, -2.4637, -2.0343], [0.0508, -3.6754, -2.1845], [-0.2538, -4.1950, -3.4414], [-0.8738, -5.4238, -3.5349], [-1.1956, -6.1478, -2.3909], [-0.8956, -5.6380, -1.1455], [-0.2716, -4.3969, -1.0306], [0.0482, -3.8467, 0.2900], [-0.1580, -4.4288, 1.3312], [-0.0463, -0.9085, 3.6862], [-0.2631, 0.6066, 3.6345], [0.3238, 2.2049, -2.8309], [0.2786, 3.1633, -4.3131], [1.5075, 3.4831, -3.0958], [-0.2628, 5.2031, -2.9385], [-1.5011, 3.9511, -2.8555], [-1.1964, 4.7598, -0.6254], [-0.4930, 3.1470, -0.7000], [1.7811, 4.2064, -0.9796], [1.0281, 5.7918, -0.7856], [0.2072, 5.0684, 1.4993], [1.9800, 5.0662, 1.3485], [1.6361, 2.5851, 0.8600], [1.1934, 0.8359, 2.0771], [-1.6095, 1.3297, 1.0678], [-0.2458, 0.5890, 0.2378], [-2.2646, -0.6212, 2.1270], [-1.6412, -1.2695, 0.6203], [-0.9153, -2.5528, 2.5876], [1.4224, -2.7407, 2.1918], [1.5246, -1.1247, 1.4514], [0.9605, -1.9406, -2.8531], [-0.0007, -3.6322, -4.3274], [-1.1098, -5.8266, -4.5082], [-1.6790, -7.1077, -2.4811], [-1.1310, -6.1745, -0.2395], [0.9980, -1.1140, 3.9298], [-0.6523, -1.3230, 4.4926], [-1.3113, 0.8590, 3.7947], [0.3100, 1.0868, 4.4289]]
}


Record 4
{
  "formula": "C21H29N3O3S2",
  "method": "ωB97M-V/def2-TZVPD",
  "e_homo_ev": -7.56,
  "e_tot_ha": -2003.97770,
  "molar_mass_g_mol": 435.61,
  "e_above_lowest_kcal_mol": 26.3,
  "multiplicity": 1,
  "species": ["C", "N", "C", "C", "C", "C", "C", "C", "H", "H", "N", "C", "N", "C", "O", "C", "C", "C", "H", "C", "C", "C", "H", "H", "C", "H", "H", "H", "H", "H", "H", "H", "H", "H", "H", "S", "C", "C", "H", "H", "S", "O", "O", "C", "H", "C", "H", "H", "H", "H", "H", "C", "H", "H", "H", "H", "H", "H"],
  "xyz": [[3.7020, 5.3207, -0.1713], [2.3824, 4.7708, 0.0182], [2.1913, 3.4156, -0.0210], [0.9079, 2.8503, 0.0442], [0.7187, 1.4871, 0.0313], [1.7979, 0.6123, -0.0590], [3.0767, 1.1569, -0.1199], [3.2692, 2.5225, -0.1026], [4.2808, 2.8875, -0.1569], [3.9477, 0.5250, -0.1866], [1.6017, -0.7847, -0.0370], [0.4915, -1.4000, -0.4637], [-0.4653, -0.8245, -1.1247], [-1.4701, -1.6517, -1.5045], [-1.4398, -2.8618, -1.2807], [-2.5985, -0.9842, -2.2381], [-3.9592, -1.3310, -1.6249], [-4.2217, -0.6029, -0.3075], [-4.1019, 0.4715, -0.4825], [-5.6468, -0.8710, 0.2309], [-5.4816, -1.3360, 1.6835], [-4.1104, -0.8076, 2.0932], [-4.1712, 0.2579, 2.3233], [-3.7015, -1.3261, 2.9595], [-3.2826, -1.0238, 0.8313], [-3.0328, -2.0815, 0.7361], [-2.3557, -0.4512, 0.8351], [-6.2815, -0.9725, 2.3275], [-5.4769, -2.4258, 1.7294], [-6.2445, 0.0396, 0.1864], [-6.1551, -1.6278, -0.3659], [-4.7412, -1.0584, -2.3377], [-4.0045, -2.4101, -1.4638], [-2.5709, -1.3474, -3.2686], [-2.4265, 0.0918, -2.2400], [0.4199, -3.1017, -0.0403], [1.9746, -2.9167, 0.9872], [2.8526, -4.1458, 0.9145], [3.1552, -4.5196, 1.8874], [2.4076, -4.9443, 0.3274], [4.3413, -3.5870, 0.0217], [4.7949, -4.5588, -0.9293], [5.2986, -3.0743, 0.9617], [3.5221, -2.1695, -0.7715], [4.2624, -1.4575, -1.1163], [2.6613, -1.6860, 0.3857], [3.2897, -1.1858, 1.1289], [2.9260, -2.5410, -1.6007], [1.6502, -2.7126, 2.0103], [-0.2809, 1.0911, 0.0807], [0.0367, 3.4793, 0.1128], [1.2491, 5.6611, -0.0394], [0.5991, 5.5136, 0.8269], [0.6587, 5.5101, -0.9499], [1.5961, 6.6913, -0.0250], [4.3813, 4.9667, 0.6082], [4.1200, 5.0530, -1.1484], [3.6557, 6.4050, -0.1057]]
}